This record from the OMol25 dataset describes a 7-piece molecular cluster, C19H56N10O7 overall in a non-equilibrium geometry. The level of theory is wB97M-V/def2-TZVPD.

ΔE to the lowest compared entry with this formula, charge and spin, kcal/mol: 48.1
LUMO level, eV: 0.27
HOMO level, hartree: -0.3148
Frontier orbital gap, eV: 8.838
Maximum force, eV/A: 4.6

Last column: Löwdin charge in e.
Positions of all 92 atoms, in Å:
O (3.241, 1.868, 4.150)  -0.20
O (1.776, 2.028, -5.929)  -0.18
O (-1.207, -0.730, 4.414)  -0.02
O (-1.706, -1.762, -3.022)  0.01
O (-4.715, -2.563, -1.308)  -0.17
O (0.913, -1.608, 0.096)  -0.01
O (0.602, 5.047, -0.712)  -0.21
N (-2.272, -2.535, 5.308)  0.19
N (-2.155, -3.506, 1.165)  0.05
N (0.410, -2.075, 2.204)  0.14
N (-2.344, -0.485, 6.362)  0.15
N (-0.141, 1.028, -3.067)  0.02
N (-1.861, 2.338, -0.885)  0.02
N (-1.025, -3.375, -4.583)  0.14
N (5.764, -1.017, 4.350)  0.02
N (0.044, -3.175, -2.522)  0.16
N (-0.782, -0.461, 1.136)  0.21
C (0.654, 1.741, -5.183)  -0.22
C (-4.572, -1.113, -1.631)  -0.07
C (1.910, 5.231, -1.215)  -0.12
C (-4.004, -2.809, -0.096)  -0.25
C (4.171, -0.575, 2.629)  -0.12
C (0.258, -1.302, 1.099)  -0.69
C (4.865, 0.009, 3.728)  -0.45
C (1.538, 2.657, -7.156)  -0.10
C (-2.618, -3.340, -0.253)  -0.42
C (-1.888, -1.266, 5.315)  -0.64
C (0.109, 3.747, -1.074)  -0.21
C (1.850, -0.106, -3.876)  -0.07
C (-1.299, 3.629, -0.523)  -0.46
C (-0.947, -2.660, -3.371)  -0.61
C (3.803, 0.668, 4.729)  -0.18
C (-2.636, -4.621, -1.066)  -0.05
C (-1.430, 3.773, 0.980)  -0.08
C (1.109, 1.194, -3.778)  -0.42
C (2.205, 2.376, 4.985)  -0.12
H (1.743, 1.932, -3.268)  0.13
H (-1.278, -3.909, 1.376)  0.03
H (-0.842, 0.475, -3.586)  0.07
H (-3.091, -4.466, -2.030)  0.07
H (2.552, 4.386, -0.870)  0.09
H (3.294, 0.054, 2.303)  0.10
H (5.468, 0.819, 3.362)  0.13
H (1.919, 3.297, 4.486)  0.08
H (1.342, 1.700, 5.100)  0.08
H (-2.059, -2.610, 1.671)  0.05
H (2.845, 0.046, -4.214)  0.06
H (1.312, -2.552, 2.089)  0.11
H (-0.076, -2.832, -1.576)  0.06
H (-2.001, -3.176, 4.601)  0.11
H (-3.931, -1.963, 0.581)  0.11
H (4.210, 0.877, 5.705)  0.10
H (-0.971, 4.717, 1.378)  0.09
H (0.158, 3.551, -2.170)  0.11
H (-5.072, -1.004, -2.574)  0.07
H (2.391, 2.471, -7.820)  0.09
H (-2.869, 2.328, -0.516)  0.11
H (-1.784, 0.352, 6.557)  0.12
H (2.588, 2.652, 6.024)  0.10
H (-2.911, -2.883, 5.967)  0.09
H (0.644, 2.260, -7.571)  0.07
H (1.942, -0.633, -2.921)  0.07
H (0.769, 2.951, -0.607)  0.14
H (-2.470, 3.711, 1.395)  0.08
H (0.006, 0.532, -2.183)  0.07
H (1.416, 3.733, -6.961)  0.09
H (5.275, -1.928, 4.496)  0.08
H (-1.905, 4.454, -1.003)  0.15
H (-1.232, -0.215, 1.953)  0.06
H (-1.608, -4.934, -1.147)  0.06
H (-1.867, -3.298, -5.145)  0.10
H (2.982, -0.103, 4.802)  0.13
H (6.223, -0.819, 5.250)  0.07
H (-1.928, 2.297, -1.872)  0.03
H (-3.079, -5.483, -0.516)  0.09
H (3.768, -1.605, 2.749)  0.08
H (-1.186, 0.026, 0.374)  0.08
H (-1.998, -2.616, -0.735)  0.09
H (0.962, -3.358, -2.795)  0.08
H (4.842, -0.730, 1.756)  0.10
H (-5.053, -0.440, -0.882)  0.09
H (-0.005, 2.580, -5.067)  0.11
H (-3.512, -0.864, -1.776)  0.06
H (-4.628, -3.464, 0.528)  0.13
H (-1.013, 2.950, 1.582)  0.07
H (0.114, -1.690, 3.097)  0.06
H (-0.718, -4.317, -4.513)  0.07
H (1.898, 5.214, -2.341)  0.09
H (-2.830, -0.982, 7.063)  0.08
H (0.054, 0.886, -5.608)  0.14
H (2.261, 6.236, -0.892)  0.09
H (1.319, -0.861, -4.486)  0.08